95
Properties=species:S:1:pos:R:3:forces:R:3:lowdin_charge:R:1 method="wB97M-V/def2-TZVPD" largest_force_ev_per_a=0.43 multiplicity=1 homo_energy_ev=-3.41 e_above_lowest_ev=0.000 orbital_gap_ha=0.179 total_charge=-1
H -4.98787 2.88371 -2.26712 0.0 0.0 0.0 0.084
H -7.21819 0.53292 -0.45083 0.0 0.0 0.0 0.077
C -0.12756 1.98598 3.32175 -0.1 0.0 0.0 -0.018
H -0.15394 1.99497 4.40493 0.0 0.0 0.0 0.083
C -5.42352 0.84000 -1.64865 0.0 0.0 0.0 -0.561
H -2.20442 1.47444 5.18843 0.0 0.0 0.0 0.081
H -3.75230 1.34002 1.77759 0.0 0.0 0.0 0.064
H -2.98949 2.21876 -1.49162 0.0 0.0 0.0 0.074
C -3.19433 -3.56646 -3.26621 0.0 0.0 0.0 -0.062
H 3.41162 -5.77274 -2.12954 0.0 0.0 0.0 0.106
H 2.50534 -3.44056 -2.51132 0.0 -0.2 -0.1 0.108
H -2.74197 -3.13458 -4.16154 0.0 0.0 0.0 0.088
H -1.89845 3.21919 5.19515 0.0 0.0 0.0 0.081
H -6.52863 2.68001 -1.42267 0.0 0.0 0.0 0.079
H 3.65332 0.37796 2.39060 0.0 0.0 0.0 0.073
H 8.16906 -1.70000 -1.05420 0.0 0.0 0.0 0.097
H 6.80226 2.92600 -0.91084 0.0 0.0 0.0 0.096
H 5.88150 -6.02770 -1.90808 0.0 0.0 0.0 0.105
C -2.66341 2.46025 3.30124 0.0 0.0 -0.1 -0.559
H -5.62454 0.97486 -3.80498 0.0 0.0 0.0 0.086
N 5.77224 -0.32863 -2.42026 -0.1 0.1 0.1 0.081
C -5.48486 2.35539 -1.45143 0.0 0.0 0.0 -0.070
C 5.44087 -5.05351 -2.07804 0.0 0.0 0.0 -0.066
C 7.93242 -1.49220 -2.10070 -0.1 0.0 0.0 -0.030
C -1.31166 2.22690 2.63267 0.1 0.0 0.1 -0.195
C 2.01556 0.28524 4.54779 0.0 0.0 0.0 -0.058
N 4.34613 -2.57450 -2.52322 -0.1 0.3 0.1 0.054
C 4.07058 -4.91981 -2.20805 0.1 0.1 0.0 -0.048
H 1.55707 2.95277 5.14978 0.0 0.0 0.0 0.067
C -3.64528 1.36215 2.86380 0.0 0.0 0.0 -0.050
H -4.09697 -3.42526 -0.65196 0.0 0.0 0.0 0.070
C -3.98566 0.32888 -1.68936 0.0 0.0 0.0 -0.199
C 1.09515 1.73639 2.70891 0.1 0.0 0.0 -0.098
O 2.29307 1.38467 0.67423 -0.2 0.2 -0.1 -0.374
H -2.55339 4.62688 3.18778 0.0 0.0 0.0 0.085
C 5.66227 -2.68578 -2.35395 -0.1 0.0 -0.1 -0.228
H -0.40043 -3.55749 -1.27129 0.0 0.0 0.0 0.075
H -4.63437 1.52598 3.30488 0.0 0.0 0.0 0.078
H -1.14438 -4.84781 -2.24509 0.0 0.0 0.0 0.073
C -2.87163 1.14825 -1.59960 0.0 0.0 0.0 -0.121
C 3.57065 -3.63964 -2.42871 0.0 0.0 0.0 -0.129
Se -0.20168 1.99821 -1.36575 0.2 -0.3 0.1 0.987
C 2.29088 1.51433 3.66275 0.0 0.0 0.0 -0.531
H 1.89655 -0.60333 3.92422 0.0 0.0 0.0 0.087
H 2.84983 0.11596 5.23723 0.0 0.0 0.0 0.074
H 3.92920 2.10735 2.34387 0.0 0.0 0.0 0.077
H 1.10568 0.40489 5.13734 0.0 0.0 0.0 0.070
C -6.13675 0.49955 -2.96581 0.0 0.0 0.0 -0.057
S 4.49974 2.30902 -3.44542 0.1 -0.1 0.1 0.629
N 6.46555 3.08961 -1.84866 -0.1 0.1 0.0 0.063
N 6.39958 0.85376 -2.21035 0.0 0.0 0.0 -0.038
H -4.57478 -1.70789 -1.87475 0.0 0.0 0.0 0.092
C -1.21330 2.22452 1.24817 0.0 -0.1 0.0 -0.102
C -3.72332 -1.03501 -1.82233 0.0 0.0 0.0 -0.024
Cs 2.41031 -0.20769 -1.52674 0.4 -0.1 -0.2 1.050
C 1.19787 1.67341 1.27326 -0.1 0.0 0.1 -0.434
C -2.40794 -3.13127 -2.01737 0.0 0.1 0.0 -0.529
C -6.18186 0.18142 -0.48644 0.0 0.0 0.0 -0.051
H -2.51133 -3.46054 0.12189 0.0 0.0 0.0 0.090
C -3.22825 3.82553 2.87888 0.0 0.0 0.0 -0.055
H 5.98932 3.97093 -1.96283 0.0 0.0 0.0 0.080
O -0.10496 -1.22340 -1.88755 0.0 0.3 0.0 -0.354
H 2.66760 3.63078 3.95736 0.0 0.0 0.0 0.087
H -2.09965 2.41574 0.65231 0.0 0.0 0.0 0.080
C 2.45576 2.74933 4.56661 0.0 0.0 0.0 -0.063
C 5.78917 2.06081 -2.45805 0.0 -0.1 -0.2 -0.921
H -3.55805 2.60873 5.25826 0.0 0.0 0.0 0.077
H -5.01163 2.65088 -0.51250 0.0 0.0 0.0 0.076
H -3.34205 3.88512 1.79562 0.0 0.0 0.0 0.071
C -0.03707 1.94904 0.58013 -0.1 0.1 0.0 -0.390
H 8.34691 -2.29962 -2.70236 0.0 0.0 0.0 0.077
H 7.30629 0.88342 -1.76608 0.0 -0.1 0.0 0.126
H -6.19629 -0.90498 -0.58648 0.0 0.0 0.0 0.073
C 6.44497 -1.40780 -2.31787 0.0 -0.1 0.0 -0.255
H -3.28154 0.38147 3.17774 0.0 0.0 0.0 0.090
C 3.65275 1.28143 2.99604 0.0 0.0 0.0 -0.083
H -4.20847 3.99661 3.33563 0.0 0.0 0.0 0.075
H 4.40393 1.17994 3.78989 0.0 0.0 0.0 0.072
H -6.14080 -0.57731 -3.14412 0.0 0.0 0.0 0.072
C -2.45823 -1.58956 -1.88870 0.1 -0.1 0.0 -0.089
H -5.69990 0.42460 0.46279 0.0 0.0 0.0 0.074
H -7.17495 0.84683 -2.94704 0.0 0.0 0.0 0.075
C 6.25214 -3.92629 -2.14119 0.1 -0.1 0.0 -0.025
C -1.57196 0.65124 -1.62768 -0.1 0.2 0.1 -0.415
C -3.06322 -3.75330 -0.77363 0.0 0.0 0.0 -0.057
C -1.01456 -3.76243 -2.14496 0.0 0.0 0.0 -0.085
H -3.17813 -4.65702 -3.36312 0.0 0.0 0.0 0.074
H -4.23648 -3.24714 -3.23046 0.0 0.0 0.0 0.066
H -3.05770 -4.84638 -0.84277 0.0 0.0 0.0 0.075
H 7.31973 -4.02656 -2.00499 0.0 0.0 0.0 0.098
H 8.44673 -0.58086 -2.40027 0.0 0.0 0.0 0.070
H 3.28771 2.60151 5.26321 0.0 0.0 0.0 0.073
C -2.56798 2.43867 4.82667 0.0 0.0 0.0 -0.077
H -0.48165 -3.38650 -3.01607 0.0 0.0 0.0 0.076
C -1.28559 -0.74559 -1.80773 -0.2 -0.1 0.0 -0.421

15
Properties=species:S:1:pos:R:3:forces:R:3:nbo_charge:R:1 method="wB97M-V/def2-TZVPD" largest_force_ev_per_a=6.49 multiplicity=1 homo_energy_ev=-9.10 e_above_lowest_ev=4.245 orbital_gap_ha=0.343
H -2.21264 0.34718 -1.38408 -0.2 0.2 0.2 0.227
H -2.44664 -1.41744 -1.50500 0.2 1.2 1.3 0.256
N -4.01214 -0.46698 1.03510 3.8 -0.2 -2.6 -0.297
H 3.35001 0.98022 0.33438 -3.5 0.1 0.4 0.239
H 1.93510 1.94718 -0.42538 0.2 -1.3 1.8 0.218
N -0.72827 -0.85008 -0.34879 -4.7 -3.7 -0.6 -0.451
C -2.17693 -0.56286 -0.77891 3.5 -1.5 -2.2 -0.361
S 2.01625 -1.69319 0.18652 0.3 2.1 3.9 0.193
H 2.09201 -1.33292 1.80547 -0.2 -1.3 -3.5 0.108
C 2.11982 1.11754 0.38288 2.1 0.6 -1.7 -0.447
C -3.08259 -0.52349 0.29505 -5.2 0.3 3.8 0.267
H 1.76483 1.45646 1.43097 0.6 -0.8 -1.7 0.212
C 0.09869 0.03004 -0.38456 1.3 3.5 0.5 0.276
N 1.42859 -0.10778 -0.17409 2.1 0.1 0.9 -0.579
H -0.14608 1.07613 -0.46955 -0.3 0.8 -0.5 0.138

25
Properties=species:S:1:pos:R:3:forces:R:3:nbo_charge:R:1 method="wB97M-V/def2-TZVPD" largest_force_ev_per_a=6.27 multiplicity=1 homo_energy_ev="-8.70 / -8.70" e_above_lowest_ev=8.715 orbital_gap_ha="0.296 / 0.296"
C 1.17524 -1.86399 0.81187 0.0 1.8 -0.4 -0.170
H 0.75002 -2.70754 1.19940 -0.5 -2.4 1.1 0.203
C 0.31404 2.39496 -1.64073 -0.5 0.0 3.0 -0.651
C -0.15100 1.25382 -0.67021 -2.1 1.3 -0.9 -0.001
C -1.18094 -1.01834 0.39675 -3.3 0.9 -2.5 -0.086
H -1.79698 -2.73236 1.69088 0.4 -0.1 -0.4 0.229
H 3.09547 -2.45604 0.90135 2.9 -2.8 1.0 0.208
H -0.06373 1.93095 -2.53161 0.5 0.8 -1.2 0.242
C 2.54262 -1.65326 0.71013 -3.4 2.6 -1.6 -0.203
C 2.98227 -0.49315 0.09339 2.4 -0.8 0.2 -0.182
H -0.28360 3.26264 -1.27603 0.3 -0.4 -1.0 0.241
H 2.57305 1.39225 -0.59481 0.4 1.9 -1.0 0.218
H 1.39372 2.69526 -1.51689 -1.2 -0.7 -0.7 0.224
O -2.86394 2.68379 -0.41925 0.1 3.7 1.4 -0.364
H 4.11095 -0.51682 -0.08366 -1.7 0.9 0.2 0.217
H -1.80689 -1.14255 -0.56326 1.5 -0.5 1.2 0.255
O -3.71261 0.89769 -1.09921 1.1 -1.3 0.7 -0.413
C 2.11124 0.52546 -0.29405 1.9 -3.1 1.0 -0.196
H -1.25218 -1.22701 2.44661 -0.6 -0.4 0.4 0.215
C -1.86027 -1.64584 1.63323 2.2 1.1 -0.2 -0.657
C 0.78859 0.25287 -0.20134 -1.7 0.8 -0.2 -0.047
H -2.88979 -1.44278 1.76514 -1.0 0.7 -0.1 0.239
C -1.48078 1.03259 -0.46823 3.2 -4.5 3.0 0.115
C 0.26167 -0.94566 0.33349 0.5 1.4 -0.5 -0.084
N -2.75616 1.52306 -0.62298 -1.2 -0.8 -2.7 0.451

13
Properties=species:S:1:pos:R:3:forces:R:3:nbo_charge:R:1 method="wB97M-V/def2-TZVPD" largest_force_ev_per_a=4.74 multiplicity=1 homo_energy_ev="-0.69 / -0.20" e_above_lowest_ev=0.348 orbital_gap_ha="0.133 / 0.118" total_charge=-1
H -0.21931 0.86133 -2.28139 -0.1 0.1 -0.2 0.250
O 0.33051 -0.49358 3.56310 -1.7 1.9 0.8 -0.589
C -0.74420 1.08374 -1.34775 0.3 1.9 -1.6 -1.371
H 0.76822 -1.59677 -1.32127 0.0 0.0 -0.1 0.373
H 0.21877 1.51002 -0.67194 -1.0 0.1 -1.3 0.059
H -1.34251 2.00059 -1.38855 0.1 -0.1 -0.4 0.252
H -0.78588 0.96374 1.99326 -1.4 1.2 2.4 -0.248
C 0.01182 0.00462 2.52931 2.7 -2.8 -2.7 -0.169
H 1.87349 -1.26084 -0.15598 0.1 0.1 0.1 0.391
N 0.87552 -1.39607 -0.32334 0.0 -0.3 -0.4 -1.260
H -1.48897 0.25344 -1.20252 0.6 -0.2 0.8 0.225
Mg -0.08896 0.30448 0.42249 0.6 -1.9 2.6 0.696
H 0.59148 -2.23469 0.18458 0.0 0.0 0.0 0.390

53
Properties=species:S:1:pos:R:3:forces:R:3:nbo_charge:R:1 method="wB97M-V/def2-TZVPD" largest_force_ev_per_a=0.95 multiplicity=1 homo_energy_ev=-7.41 e_above_lowest_ev=2.453 orbital_gap_ha=0.297
C 2.10246 3.04116 1.87259 -0.1 0.2 0.1 -0.321
H 3.18079 0.84622 -0.45317 0.1 0.0 0.0 0.216
N -0.80399 -1.05799 0.92229 -0.1 0.5 0.8 -0.324
C 2.29184 -2.01205 -0.63603 -0.1 0.2 0.1 -0.423
C -4.73512 -4.03845 -3.21562 -0.1 -0.1 -0.1 -0.227
C -0.17809 3.70496 1.43666 0.0 0.1 0.1 0.245
C -3.38952 -4.21258 -3.49623 -0.1 0.0 -0.1 -0.206
O 0.99220 4.78519 3.16081 -0.3 -0.2 -0.3 -0.493
H -6.15874 -3.13033 -1.90038 -0.1 0.0 0.0 0.209
C 1.01868 3.84347 2.17697 -0.2 0.1 0.1 0.335
H -4.46270 -2.08562 -0.47760 0.0 0.1 0.1 0.199
N 1.85559 -0.71858 1.40989 -0.6 -0.1 0.0 -0.586
C -0.38449 -2.31330 -0.91440 -0.4 0.4 0.5 0.349
H -3.08963 -4.81121 -4.34479 0.0 0.0 -0.1 0.209
C -0.23069 2.78139 0.40856 -0.2 0.2 0.1 -0.272
C -1.94859 -1.45263 0.38709 0.4 -0.1 -0.2 0.014
C 1.48142 -1.41065 0.30623 0.4 0.0 0.3 0.459
H -1.37849 -3.75809 -2.91127 0.0 0.0 -0.1 0.241
H 3.18876 -2.67199 -3.21196 0.1 0.0 0.0 0.222
N 0.40591 -2.89399 -1.81575 0.2 -0.4 -0.6 -0.500
H -2.84816 3.40793 1.22833 0.0 0.0 0.0 0.176
O -1.19840 4.52276 1.81432 0.4 -0.1 0.1 -0.483
H 4.14886 1.70277 0.75934 0.1 0.0 -0.1 0.216
H 2.42679 4.08384 4.48767 0.0 0.0 0.0 0.172
N 0.14333 -1.57870 0.13821 -0.3 -0.4 -0.6 -0.188
C -4.15318 -2.68096 -1.32355 0.1 0.0 0.0 -0.222
C 2.04078 2.10944 0.83756 0.0 0.0 -0.3 -0.033
H -2.86498 -1.15078 0.85520 -0.2 0.1 0.1 0.208
H 1.06591 -0.26513 1.85622 0.0 0.0 0.0 0.430
C -2.79530 -2.85078 -1.59685 -0.2 -0.2 -0.2 0.044
H -3.08901 5.13069 1.61299 0.0 -0.1 -0.1 0.201
H 3.22966 -4.13518 -2.22958 0.1 -0.1 0.0 0.223
H 3.01999 3.12920 2.43359 0.1 0.1 0.1 0.213
C -1.77775 -2.24160 -0.76093 0.5 0.1 0.2 -0.219
C -2.42394 4.41312 1.13510 -0.2 0.0 -0.1 -0.250
H -2.32185 4.66642 0.07434 0.0 0.0 0.0 0.175
H 1.90821 5.78125 4.62737 0.1 -0.1 0.0 0.202
C 1.70360 -2.75055 -1.68121 -0.2 0.1 0.1 0.298
H 2.99879 5.29663 3.30582 0.0 0.0 0.0 0.174
C 3.20223 1.19067 0.58216 -0.1 -0.2 0.2 -0.433
H 1.94742 -3.91938 -3.43537 0.0 0.0 0.0 0.236
H 3.36309 -1.92671 -0.57559 0.1 0.0 0.1 0.225
H -1.12925 2.65777 -0.17336 -0.1 0.0 0.0 0.223
H 3.22728 0.28760 2.55470 0.0 -0.1 -0.1 0.209
C -2.42734 -3.62642 -2.69768 0.0 0.0 0.0 -0.226
H 3.92441 -0.73548 1.28706 0.0 0.0 0.1 0.201
H 0.80515 1.28418 -0.70191 0.0 -0.1 -0.1 0.213
C 0.87179 1.99207 0.11119 0.3 0.0 0.1 -0.230
H -5.48664 -4.49893 -3.84053 -0.1 0.0 0.0 0.209
C 2.15220 4.98415 3.92690 0.2 0.0 0.1 -0.251
C 3.11932 -0.03344 1.51675 0.3 0.1 -0.3 -0.202
C -5.11087 -3.27005 -2.12644 -0.1 0.0 0.0 -0.211
C 2.57023 -3.41132 -2.70569 0.0 0.0 0.0 -0.648

6
Properties=species:S:1:pos:R:3:forces:R:3:nbo_charge:R:1 method="wB97M-V/def2-TZVPD" largest_force_ev_per_a=2.38 multiplicity=1 homo_energy_ev=-10.65 e_above_lowest_ev=0.247 orbital_gap_ha=0.413
O -0.98270 -0.00448 -0.09609 -2.4 0.3 0.2 -0.950
H 1.86760 -0.61372 0.36240 0.1 0.9 -0.5 0.455
H -1.05241 0.90110 0.24737 0.2 -0.3 -0.1 0.489
O 1.50079 0.14654 -0.13930 1.3 -1.0 0.7 -0.963
H -1.92061 -0.29206 -0.16813 1.0 0.1 0.0 0.491
H 0.58733 -0.13737 -0.20626 -0.3 0.1 -0.3 0.478